Entry 1:
DFT (ωB97M-V/def2-TZVPD) results for 13 unconnected molecules or ions with the total composition C50H100Cl10F12N4O8.

## Properties
HOMO energy: -8.078 eV
energy above the lowest of the compared OMol25 structures with the same formula, charge and spin: 43.5 kcal per mole
frontier orbital gap: 8.4 eV
net charge: 0
multiplicity: 1

Last column: Mulliken charge in e.
Geometry (Å):
C: 24.712 11.138 16.004  -1.358
C: 24.334 12.399 16.653  -0.010
O: 23.400 12.150 17.768  -0.344
C: 22.157 12.486 17.484  0.132
O: 21.758 13.095 16.528  -0.429
C: 21.199 12.050 18.600  0.945
F: 20.234 11.333 18.026  -0.154
F: 21.779 11.173 19.522  -0.327
F: 20.687 13.071 19.293  -0.190
H: 25.156 10.383 16.722  0.310
H: 25.434 11.282 15.209  0.410
H: 23.888 10.705 15.550  0.309
H: 23.708 13.016 16.029  0.157
H: 25.111 12.878 17.153  0.426
C: 23.305 11.684 8.578  -1.016
C: 23.293 10.827 9.892  -0.380
O: 22.239 11.302 10.755  -0.252
C: 22.478 12.419 11.467  0.129
O: 23.402 13.105 11.504  -0.453
C: 21.210 12.645 12.374  0.934
F: 20.134 12.915 11.555  -0.294
F: 20.962 11.540 13.081  -0.213
F: 21.432 13.651 13.139  -0.176
H: 22.437 11.352 8.066  0.316
H: 24.139 11.307 7.994  0.407
H: 23.370 12.796 8.718  0.286
H: 24.278 10.847 10.471  0.283
H: 23.025 9.820 9.767  0.380
C: 16.513 9.421 12.609  -1.314
C: 15.650 9.236 13.879  2.005
O: 14.851 7.992 13.967  -0.391
C: 13.684 7.942 13.352  0.312
O: 13.122 8.730 12.648  -0.510
C: 13.063 6.501 13.547  0.837
F: 11.815 6.547 13.123  -0.230
F: 13.731 5.610 12.800  -0.274
F: 13.060 6.043 14.810  -0.209
H: 15.894 9.707 11.742  0.385
H: 17.161 8.509 12.430  0.366
H: 17.222 10.249 12.807  0.289
H: 14.985 10.071 13.935  -0.547
H: 16.317 9.122 14.700  -0.646
C: 12.230 14.739 21.433  -1.380
C: 12.804 14.053 20.244  0.249
O: 11.742 13.249 19.592  -0.320
C: 11.575 13.367 18.299  0.373
O: 12.264 13.941 17.522  -0.547
C: 10.234 12.730 17.911  0.925
F: 10.191 11.378 18.170  -0.251
F: 9.242 13.325 18.604  -0.277
F: 10.057 12.886 16.623  -0.192
H: 11.704 13.953 22.037  0.313
H: 11.505 15.451 21.105  0.366
H: 12.976 15.205 22.057  0.378
H: 13.457 13.271 20.625  0.078
H: 13.151 14.655 19.466  0.226
Cl: 7.119 9.658 13.630  -0.206
C: 8.477 9.135 14.645  -0.383
C: 9.787 9.545 14.043  -0.582
Cl: 11.180 9.006 15.138  -0.087
H: 8.407 8.055 14.719  0.313
H: 8.454 9.555 15.650  0.268
H: 9.814 10.624 14.021  0.306
H: 9.953 9.181 13.019  0.414
Cl: 20.127 10.567 22.833  -0.195
C: 19.035 11.779 22.135  0.354
C: 17.637 11.423 22.488  -0.272
Cl: 16.456 12.530 21.598  -0.152
H: 19.055 11.728 21.052  -0.424
H: 19.411 12.741 22.565  0.375
H: 17.391 11.575 23.556  0.457
H: 17.276 10.416 22.249  -0.186
Cl: 16.219 15.791 18.344  -0.240
C: 15.472 15.379 16.736  0.051
C: 16.195 15.888 15.506  1.188
Cl: 16.000 17.638 15.406  -0.251
H: 14.452 15.722 16.789  0.545
H: 15.450 14.244 16.739  -0.609
H: 15.646 15.410 14.707  -0.792
H: 17.294 15.622 15.522  0.038
Cl: 12.609 7.292 19.647  -0.155
C: 13.828 7.120 20.962  -0.467
C: 14.181 8.507 21.489  -0.152
Cl: 15.490 8.325 22.615  -0.206
H: 14.748 6.710 20.636  0.204
H: 13.447 6.426 21.690  0.401
H: 13.383 8.940 22.084  0.435
H: 14.415 9.273 20.769  -0.027
Cl: 17.109 12.410 15.688  0.064
C: 17.352 12.177 17.404  0.788
C: 16.492 11.089 17.935  0.820
Cl: 14.781 11.277 17.657  0.113
H: 17.100 13.161 17.928  -0.106
H: 18.397 11.941 17.590  -0.837
H: 16.570 11.047 19.018  -0.454
H: 16.700 10.145 17.475  -0.514
C: 15.990 7.258 17.294  -0.441
C: 17.362 7.169 16.747  -0.679
N: 18.220 8.149 17.448  1.035
C: 18.447 7.668 18.821  -1.447
C: 18.598 8.790 19.779  -0.087
C: 19.508 8.377 16.750  -0.592
C: 19.424 8.879 15.349  -1.178
H: 15.562 8.207 16.999  -0.095
H: 15.961 7.270 18.394  -0.189
H: 15.390 6.444 16.956  0.557
H: 17.795 6.213 16.955  0.321
H: 17.382 7.467 15.693  0.313
H: 17.594 7.058 19.180  0.579
H: 19.321 7.053 18.788  0.324
H: 17.678 9.391 19.705  -0.362
H: 18.582 8.362 20.778  0.542
H: 19.480 9.418 19.675  0.121
H: 20.006 7.392 16.908  0.287
H: 20.014 9.104 17.380  0.312
H: 18.761 9.771 15.252  -0.051
H: 19.156 8.204 14.538  0.415
H: 20.438 9.219 15.113  0.456
C: 19.707 16.603 18.362  -0.997
C: 20.224 17.493 17.191  -0.663
N: 21.477 16.948 16.560  1.065
C: 21.709 17.373 15.243  -1.068
C: 20.653 16.712 14.285  -0.863
C: 22.664 17.227 17.371  -1.065
C: 23.591 16.004 17.402  -0.820
H: 19.681 15.574 17.981  0.070
H: 18.728 16.996 18.598  0.365
H: 20.318 16.627 19.241  0.445
H: 19.414 17.556 16.427  0.245
H: 20.443 18.526 17.533  0.324
H: 21.747 18.480 15.063  0.261
H: 22.665 16.991 14.899  0.508
H: 20.434 15.772 14.726  0.201
H: 19.735 17.364 14.355  0.285
H: 21.054 16.588 13.297  0.263
H: 22.359 17.400 18.379  0.434
H: 23.191 18.131 17.052  0.326
H: 24.013 15.557 16.488  0.236
H: 23.097 15.200 17.908  -0.004
H: 24.535 16.198 17.940  0.483
C: 12.613 12.128 14.245  -1.032
C: 13.712 13.246 14.560  1.755
N: 13.925 14.326 13.577  0.668
C: 12.759 15.220 13.384  -0.411
C: 13.008 16.663 12.864  -1.429
C: 14.309 13.677 12.259  -0.858
C: 15.667 12.969 12.395  -0.053
H: 12.558 11.401 15.127  0.122
H: 12.814 11.534 13.319  0.121
H: 11.631 12.612 14.196  0.418
H: 13.458 13.734 15.484  -0.043
H: 14.694 12.712 14.715  -1.446
H: 12.049 14.729 12.659  0.323
H: 12.216 15.245 14.400  0.235
H: 13.615 17.222 13.524  0.290
H: 13.691 16.608 12.047  0.351
H: 12.041 17.184 12.835  0.390
H: 14.225 14.466 11.547  0.637
H: 13.557 12.902 11.985  0.262
H: 16.383 13.734 12.628  0.153
H: 15.903 12.404 11.452  0.388
H: 15.769 12.190 13.117  -0.738
C: 17.292 15.732 8.118  -1.303
C: 18.323 15.512 9.209  -0.394
N: 19.613 16.172 8.906  0.373
C: 20.363 16.695 10.022  -0.491
C: 20.045 18.176 10.264  -1.481
C: 20.358 15.371 7.967  -0.192
C: 21.404 16.137 7.296  -1.383
H: 17.756 15.735 7.159  0.345
H: 16.663 16.627 8.266  0.268
H: 16.606 14.913 8.105  0.418
H: 18.008 15.785 10.217  0.582
H: 18.477 14.392 9.394  0.057
H: 20.228 16.033 10.873  0.112
H: 21.361 16.667 9.841  0.577
H: 19.021 18.476 10.292  0.336
H: 20.471 18.550 11.180  0.415
H: 20.550 18.761 9.507  0.326
H: 19.721 14.925 7.163  0.349
H: 20.753 14.480 8.493  0.097
H: 20.881 16.964 6.752  0.340
H: 21.826 15.518 6.469  0.391
H: 22.243 16.714 7.796  0.295



Entry 2:
DFT (ωB97M-V/def2-TZVPD) results for a molecular structure, C36H38As2CdGeO13.

## Properties
HOMO energy (alpha / beta): -10.000 / -10.000 eV
frontier orbital gap (alpha / beta): 4.3 / 2.8 eV
net charge: +1
multiplicity: 2
expectation value of S²: 0.80

Last column: Mulliken spin population.
Geometry (Å):
Cd: -0.907 1.149 2.986  0.000
O: -4.359 3.769 2.880  0.000
C: -3.447 2.860 3.198  0.000
O: -2.205 3.009 3.178  0.000
C: -4.028 1.457 3.477  0.000
O: -3.031 0.695 4.121  0.000
C: -3.258 -0.749 4.162  0.000
C: -2.596 -1.466 2.920  0.000
O: -2.946 -2.638 2.852  0.000
O: -1.844 -0.787 2.163  0.000
H: -4.077 4.726 2.657  0.000
H: -4.254 1.031 2.509  0.000
H: -4.979 1.473 4.040  0.000
H: -4.391 -0.797 4.172  0.000
H: -2.898 -1.182 5.087  0.000
C: -5.305 -0.198 -3.339  0.003
O: -4.706 1.034 -2.895  -0.002
C: -3.348 1.115 -2.834  0.033
O: -2.880 2.007 -2.145  0.057
C: -2.409 0.197 -3.661  0.175
C: -2.541 -0.441 -4.860  0.037
As: -2.361 -2.486 -4.820  0.003
C: -0.899 -2.674 -6.253  0.111
C: -1.171 -2.508 -3.302  0.190
C: -0.139 -1.593 -3.265  -0.020
As: -0.664 0.230 -2.853  0.095
C: 0.030 0.997 -4.568  0.134
C: 1.293 -1.849 -2.910  0.036
O: 2.029 -0.913 -2.613  -0.019
O: 1.649 -3.170 -2.911  0.002
C: 2.994 -3.523 -3.362  0.002
C: -1.408 -3.628 -2.321  0.061
O: -1.869 -4.711 -2.654  0.043
O: -1.324 -3.178 -1.022  0.009
C: -1.803 -4.149 -0.058  -0.001
C: -2.981 0.084 -6.124  0.044
O: -3.239 -0.511 -7.159  0.011
O: -2.950 1.472 -5.975  0.008
C: -3.275 2.178 -7.175  -0.001
H: -5.398 -0.145 -4.426  0.000
H: -6.250 -0.328 -2.847  0.001
H: -4.678 -1.035 -3.079  -0.002
H: -0.480 -3.682 -6.156  -0.003
H: -0.096 -1.992 -6.066  -0.005
H: -1.305 -2.460 -7.230  -0.001
H: -0.773 1.735 -4.923  0.002
H: 0.199 0.267 -5.322  0.005
H: 0.923 1.501 -4.328  -0.010
H: 3.698 -2.728 -3.090  0.000
H: 2.950 -3.694 -4.459  -0.001
H: 3.210 -4.425 -2.791  0.000
H: -2.212 -3.542 0.766  0.000
H: -0.984 -4.741 0.363  0.001
H: -2.532 -4.823 -0.571  0.001
H: -2.962 3.233 -7.050  0.001
H: -4.391 2.126 -7.280  0.000
H: -2.765 1.708 -8.010  0.000
C: 3.260 3.029 7.227  0.000
C: 3.768 3.582 6.065  0.000
C: 3.437 3.059 4.817  0.000
C: 2.466 2.024 4.715  0.000
C: 2.072 1.407 5.923  0.000
C: 2.502 1.867 7.150  0.000
Ge: 1.638 1.142 3.174  0.000
C: 2.474 -0.568 3.152  0.000
C: 3.899 -0.563 3.154  0.000
C: 4.606 -1.707 3.446  0.000
C: 3.907 -2.880 3.836  0.000
C: 2.552 -2.854 3.863  0.000
C: 1.824 -1.763 3.405  0.000
C: 2.703 1.950 1.744  0.000
C: 2.921 1.247 0.559  0.001
C: 3.694 1.754 -0.494  -0.001
C: 4.201 3.010 -0.414  0.000
C: 3.942 3.828 0.689  0.000
C: 3.127 3.327 1.712  0.000
H: 3.371 3.515 8.176  0.000
H: 4.508 4.338 6.161  0.000
H: 4.000 3.347 3.949  0.000
H: 1.481 0.502 5.838  0.000
H: 2.235 1.339 8.061  0.000
H: 4.466 0.329 2.863  0.000
H: 5.707 -1.704 3.474  0.000
H: 4.492 -3.780 4.178  0.000
H: 1.952 -3.697 4.172  0.000
H: 0.743 -1.845 3.266  0.000
H: 2.520 0.261 0.535  0.001
H: 3.883 1.064 -1.323  0.000
H: 4.944 3.341 -1.140  0.000
H: 4.289 4.840 0.694  0.000
H: 2.755 3.957 2.552  0.000



Entry 3:
DFT (ωB97M-V/def2-TZVPD) results for 2 unconnected molecules or ions with the total composition CHClO4S.

## Properties
HOMO energy: -10.770 eV
energy above the lowest of the compared OMol25 structures with the same formula, charge and spin: 3.9 kcal per mole
frontier orbital gap: 10.4 eV
net charge: 0
multiplicity: 1

Last column: natural (NBO) charge in e.
Geometry (Å):
C: 0.902 -2.610 1.044  1.021
O: 0.560 -3.551 0.523  -0.493
O: 0.081 0.644 -0.216  -0.866
O: -0.157 -0.229 -2.489  -0.849
O: 1.215 -1.594 1.454  -0.529
S: 0.700 0.607 -1.734  1.563
Cl: 0.361 2.756 -2.059  -0.353
H: 0.793 1.018 0.372  0.507



Entry 4:
DFT (ωB97M-V/def2-TZVPD) results for a single C4H5N3 molecule.

## Properties
HOMO energy: -9.948 eV
energy above the lowest of the compared OMol25 structures with the same formula, charge and spin: 84.6 kcal per mole
frontier orbital gap: 8.3 eV
net charge: 0
multiplicity: 1
SMILES string: C/N=C1/C=NC=N1

Last column: natural (NBO) charge in e.
Geometry (Å):
C: -0.077 1.825 1.113  -0.496
C: 0.258 0.084 -0.317  0.259
C: 0.757 -0.851 -1.414  0.125
C: -0.740 -1.839 -0.279  0.286
H: 0.666 1.347 1.808  0.224
H: -1.155 1.342 1.453  0.245
H: 0.060 2.953 1.037  0.216
H: 1.501 -0.891 -2.213  0.220
H: -1.280 -2.746 -0.095  0.206
N: 0.490 1.366 -0.195  -0.271
N: 0.002 -1.888 -1.385  -0.492
N: -0.482 -0.701 0.487  -0.522



Entry 5:
DFT (ωB97M-V/def2-TZVPD) results for a single C3H7N3S molecule.

## Properties
HOMO energy: -8.841 eV
energy above the lowest of the compared OMol25 structures with the same formula, charge and spin: 33.4 kcal per mole
frontier orbital gap: 9.0 eV
net charge: 0
multiplicity: 1
SMILES string: [H]/N=C\N(N)C(C)=S

Last column: natural (NBO) charge in e.
Geometry (Å):
C: -0.783 1.886 -0.002  -0.693
C: -0.711 0.386 0.001  0.121
C: 1.767 0.557 -0.001  0.260
H: -0.308 2.291 0.915  0.235
H: -1.848 2.143 -0.021  0.256
H: -0.310 2.290 -0.893  0.234
H: 0.246 -1.926 -0.793  0.368
H: 0.199 -1.916 0.792  0.371
H: 1.616 1.630 0.010  0.177
H: 2.836 -0.969 0.003  0.361
N: 0.536 -0.179 -0.003  -0.305
N: 0.703 -1.568 0.001  -0.636
N: 2.915 0.062 0.001  -0.615
S: -2.072 -0.545 0.001  -0.134



Entry 6:
DFT (ωB97M-V/def2-TZVPD) results for a molecular structure, C38H44KN9S3.

## Properties
HOMO energy: -6.109 eV
energy above the lowest of the compared OMol25 structures with the same formula, charge and spin: 5.6 kcal per mole
frontier orbital gap: 6.4 eV
net charge: 0
multiplicity: 1

Last column: Mulliken charge in e.
Geometry (Å):
K: -0.949 0.002 0.380  0.964
C: 0.687 -7.371 -0.068  -1.554
C: 0.787 -5.886 0.162  0.362
C: 1.975 -5.267 0.550  -1.166
C: 2.049 -3.907 0.759  -0.588
C: 0.959 -3.017 0.562  0.301
N: 1.043 -1.672 0.767  -0.104
C: 2.271 -1.053 0.703  -0.132
C: 3.284 -1.402 -0.224  0.276
C: 4.513 -0.776 -0.276  -1.240
C: 4.840 0.271 0.587  0.016
C: 6.179 0.960 0.537  -1.482
C: 3.851 0.667 1.471  0.632
C: 2.611 0.040 1.533  -0.359
N: 1.692 0.585 2.491  0.755
C: 1.904 0.732 3.817  -0.406
C: 0.929 1.573 4.299  -1.348
C: 0.167 1.904 3.164  -0.695
N: 0.640 1.312 2.079  0.267
C: -0.256 -3.680 0.237  -0.580
C: -0.316 -5.058 0.050  0.114
N: -1.522 -3.004 0.098  1.449
C: -2.410 -3.236 -0.899  -0.457
C: -3.621 -2.727 -0.509  -1.179
C: -3.378 -2.215 0.780  -0.377
N: -2.119 -2.394 1.146  -1.039
H: 1.619 -7.868 0.202  0.361
H: 0.479 -7.604 -1.115  0.285
H: -0.112 -7.815 0.529  0.357
H: 2.862 -5.870 0.715  0.335
H: 2.990 -3.488 1.087  0.328
H: 3.102 -2.232 -0.889  0.470
H: 5.246 -1.116 -1.001  0.393
H: 6.921 0.326 0.051  0.401
H: 6.542 1.192 1.540  0.371
H: 6.134 1.901 -0.018  0.215
H: 4.031 1.499 2.145  0.359
H: 2.721 0.226 4.304  0.498
H: 0.787 1.893 5.317  0.480
H: -0.709 2.531 3.087  0.692
H: -1.287 -5.492 -0.168  0.474
H: -2.109 -3.751 -1.794  0.677
H: -4.541 -2.725 -1.067  0.459
H: -4.055 -1.716 1.456  0.482
C: 3.677 3.002 -1.544  0.479
C: 2.824 2.323 -2.609  -1.282
S: 1.287 1.593 -1.975  0.430
C: -0.011 2.654 -2.654  -0.837
C: -0.318 3.940 -1.898  -0.989
S: -0.738 3.668 -0.151  0.093
C: 0.635 4.464 0.728  -1.129
C: 2.018 3.831 0.606  0.592
S: 2.961 4.494 -0.809  -0.256
H: 4.619 3.328 -1.992  0.573
H: 3.917 2.298 -0.749  -0.781
H: 3.397 1.502 -3.046  0.486
H: 2.572 3.021 -3.408  0.437
H: -0.887 2.008 -2.653  0.118
H: 0.230 2.880 -3.696  0.608
H: -1.183 4.417 -2.366  0.591
H: 0.515 4.638 -1.937  0.346
H: 0.319 4.410 1.772  0.341
H: 0.665 5.522 0.460  0.626
H: 1.936 2.753 0.498  -1.015
H: 2.589 4.047 1.511  0.596
N: -3.514 1.460 -1.089  0.079
C: -4.378 2.117 -0.233  0.421
C: -5.315 3.016 -0.686  -0.697
C: -6.149 3.718 0.206  -0.757
C: -6.066 3.520 1.554  -0.902
C: -5.112 2.608 2.061  0.895
C: -4.957 2.353 3.443  -0.767
C: -4.004 1.476 3.871  -0.985
C: -3.183 0.851 2.911  -0.553
N: -3.297 1.057 1.623  0.675
C: -4.254 1.913 1.179  -0.082
H: -3.732 1.512 -2.070  0.317
H: -3.210 0.538 -0.821  -0.358
H: -5.412 3.185 -1.752  0.371
H: -6.871 4.416 -0.196  0.384
H: -6.712 4.050 2.242  0.396
H: -5.604 2.864 4.146  0.410
H: -3.862 1.261 4.921  0.432
H: -2.403 0.165 3.230  0.604
C: 1.258 -2.568 -2.843  -0.331
N: -0.140 -2.391 -3.209  0.272
C: -0.711 -3.255 -4.227  -1.072
C: -0.771 -1.311 -2.806  0.253
N: -1.292 -0.345 -2.436  -0.402
H: 1.412 -3.576 -2.453  0.337
H: 1.499 -1.855 -2.062  -0.484
H: 1.905 -2.396 -3.708  0.425
H: -0.606 -4.298 -3.923  0.350
H: -0.206 -3.118 -5.187  0.300
H: -1.768 -3.029 -4.351  0.373



Number 1: energy -233645.2252 eV, strongest force on any atom 0.1012 hartree/bohr. Number 2: energy -247309.0856 eV, strongest force on any atom 0.0595 hartree/bohr. Number 3: energy -32600.9055 eV, strongest force on any atom 0.0677 hartree/bohr. Number 4: energy -8696.1455 eV, strongest force on any atom 0.1098 hartree/bohr. Number 5: energy -18529.0212 eV, strongest force on any atom 0.0302 hartree/bohr. Number 6: energy -102362.9140 eV, strongest force on any atom 0.0084 hartree/bohr.